(1)
DFT (the ωB97M-V functional and the def2-TZVPD basis) results for a structure of composition C46H38BrN6O6SW.

**ΔE to the lowest compared entry with this formula, charge and spin**: 0.0217 eV
**HOMO energy**: -3.309 eV
**F_max**: 0.529 eV Å⁻¹
**E_LUMO**: 2.167 eV
**Orbital gap**: 5.48 eV

Geometry as ORCA input:
```
! RIJCOSX wB97M-V def2-TZVPD def2/J DEFGRID3
* xyz -1 1
W 0.70 -0.59 0.14
C 3.60 -3.17 2.14
C 2.84 -1.87 1.97
O 1.73 -1.98 1.33
C 3.33 -0.71 2.49
C 2.63 0.54 2.40
C 3.08 1.66 3.30
N 1.61 0.71 1.62
N 0.99 1.95 1.78
C -0.16 1.94 1.21
O -0.66 0.92 0.58
C -0.99 3.18 1.27
C -0.69 4.19 2.17
C -1.46 5.34 2.21
C -2.53 5.49 1.34
C -2.84 4.48 0.44
C -2.07 3.32 0.41
H 2.99 -3.99 1.76
H 3.84 -3.35 3.19
H 4.53 -3.13 1.58
H 4.25 -0.73 3.06
H 4.01 1.38 3.79
H 2.32 1.86 4.06
H 3.22 2.58 2.74
H 0.15 4.06 2.84
H -1.22 6.12 2.92
H -3.13 6.40 1.37
H -3.68 4.59 -0.24
H -2.31 2.52 -0.28
N -1.16 -0.73 -1.18
C -1.85 0.34 -1.86
C -3.24 0.25 -1.90
C -3.99 1.24 -2.50
C -3.34 2.33 -3.05
C -1.96 2.41 -2.99
C -1.16 1.41 -2.41
C 0.31 1.62 -2.32
C 0.87 2.47 -3.29
C 2.14 2.98 -3.18
C 2.87 2.67 -2.04
C 2.36 1.76 -1.14
C 1.12 1.11 -1.28
H -1.77 -1.05 -0.43
H -1.05 -1.51 -1.81
H -3.72 -0.60 -1.42
H -5.07 1.17 -2.52
H -3.90 3.14 -3.50
H -1.47 3.30 -3.36
H 0.28 2.73 -4.17
H 2.54 3.63 -3.95
H 3.85 3.11 -1.87
H 2.98 1.49 -0.29
C -6.76 1.05 0.39
C -5.49 0.51 1.01
C -5.23 -0.85 1.05
C -4.06 -1.34 1.59
C -3.11 -0.46 2.09
C -3.36 0.90 2.08
C -4.54 1.38 1.53
S -1.58 -1.07 2.76
O -0.83 0.06 3.20
O -1.93 -2.06 3.75
N -0.84 -1.73 1.45
C -0.97 -3.09 1.14
C -1.72 -4.06 1.80
C -1.79 -5.39 1.38
C -1.14 -5.83 0.27
C -0.37 -4.90 -0.46
C 0.28 -5.26 -1.65
C 0.98 -4.34 -2.37
C 1.06 -3.03 -1.86
N 0.48 -2.67 -0.74
C -0.27 -3.56 -0.02
H -7.56 0.31 0.42
H -6.59 1.31 -0.66
H -7.09 1.95 0.90
H -5.97 -1.55 0.65
H -3.87 -2.41 1.62
H -2.62 1.58 2.48
H -4.72 2.45 1.51
H -2.26 -3.80 2.69
H -2.39 -6.08 1.96
H -1.19 -6.86 -0.07
H 0.20 -6.29 -1.99
H 1.48 -4.58 -3.29
H 1.61 -2.25 -2.38
Br 8.04 -0.43 -4.22
C 6.93 -0.45 -2.68
C 7.50 -0.27 -1.43
N 6.78 -0.27 -0.32
C 5.46 -0.44 -0.43
C 4.81 -0.63 -1.64
C 5.57 -0.63 -2.80
C 3.31 -0.82 -1.74
O 2.83 -0.94 -2.86
O 2.71 -0.85 -0.61
H 8.57 -0.13 -1.33
H 4.88 -0.43 0.49
H 5.07 -0.76 -3.76
*
```

Results of the Löwdin charge analysis, in e, for atoms 1 through 6:
1. W 1.701
2. C -0.007
3. C -0.446
4. O -0.204
5. C -0.050
6. C -0.313

---

(2)
DFT (the ωB97M-V functional and the def2-TZVPD basis) results for a structure of composition C46H39BIInN15PSSe.

**ΔE to the lowest compared entry with this formula, charge and spin**: 7.0385 eV
**Expectation value of S²**: 1.749
**HOMO energy (spin up / spin down)**: -8.426 / -9.219 eV
**F_max**: 3.206 eV Å⁻¹
**E_LUMO (spin up / spin down)**: -5.832 / -5.555 eV
**Orbital gap (spin up / spin down)**: 2.59 / 3.66 eV

Geometry as ORCA input:
```
! RIJCOSX wB97M-V def2-TZVPD def2/J DEFGRID3
* xyz 1 2
In -0.49 -0.18 0.68
C 3.04 2.29 -2.02
C 2.08 0.04 -1.16
N 1.13 0.89 -0.41
N 1.17 2.22 -0.54
C 2.49 2.79 -0.68
B -0.16 2.91 -1.07
N -0.88 2.05 -2.16
C -2.21 1.81 -2.31
C -2.55 1.61 -3.64
C -1.28 1.74 -4.28
N -0.29 2.01 -3.45
N -1.07 2.86 0.24
C -1.23 3.90 1.10
C -2.08 3.51 2.15
C -2.36 2.13 1.89
N -1.72 1.76 0.76
N -0.05 4.31 -1.60
C -0.36 4.82 -2.84
C 0.18 6.10 -2.95
C 0.76 6.34 -1.68
N 0.64 5.26 -0.90
H 4.04 2.68 -2.23
H 1.55 -0.72 -1.79
H 2.36 3.89 -0.68
H -2.87 1.87 -1.44
H -3.44 1.40 -4.16
H -1.08 1.59 -5.33
H -0.60 4.75 0.91
H -2.31 4.05 3.06
H -3.01 1.45 2.43
H -0.82 4.14 -3.55
H 0.24 6.80 -3.76
H 1.38 7.14 -1.35
N -2.08 -4.79 -1.87
C -2.99 -3.97 -2.52
C -3.90 -4.19 -3.56
C -4.72 -3.13 -3.98
C -4.47 -1.84 -3.52
C -3.62 -1.62 -2.48
C -2.91 -2.68 -1.94
N -2.07 -2.78 -0.83
C -1.55 -4.04 -0.84
C -0.49 -4.50 0.03
C 0.48 -5.39 -0.29
S 1.64 -5.51 1.00
C 0.70 -4.35 1.92
N -0.35 -3.90 1.28
H -1.83 -5.71 -2.21
H -4.00 -5.24 -3.94
H -5.44 -3.23 -4.78
H -5.13 -1.04 -3.89
H -3.44 -0.65 -2.04
H 0.70 -5.87 -1.22
H 0.89 -4.09 2.97
Se -4.77 -4.50 1.75
N -5.84 -3.68 0.55
C -5.86 -2.33 0.70
C -6.61 -1.43 -0.05
C -6.51 -0.06 0.28
C -5.79 0.30 1.42
N -5.12 -0.56 2.25
C -5.12 -1.82 1.86
N -4.47 -2.80 2.56
H -7.21 -1.83 -0.88
H -7.01 0.65 -0.35
H -5.73 1.35 1.66
I -2.82 -3.96 4.68
C -3.65 -2.27 3.58
H -4.24 -1.64 4.29
H -2.74 -1.73 3.23
N 1.09 -0.33 2.08
P 2.57 -0.19 1.56
C 3.58 -1.14 2.77
C 4.91 -1.51 2.60
C 5.66 -1.94 3.71
C 5.00 -2.27 4.95
C 3.66 -1.88 5.11
C 2.95 -1.38 4.01
C 3.14 1.56 1.60
C 3.29 2.07 2.87
C 3.81 3.33 3.18
C 4.37 4.07 2.15
C 4.27 3.62 0.87
C 3.55 2.39 0.39
C 2.91 -0.68 -0.10
C 3.75 -1.75 -0.44
C 4.20 -2.08 -1.71
C 4.32 -1.22 -2.74
C 3.95 0.13 -2.79
C 3.12 0.80 -1.96
H 5.38 -1.42 1.61
H 6.73 -2.13 3.58
H 5.57 -2.73 5.76
H 3.15 -1.97 6.05
H 1.89 -1.23 4.09
H 2.80 1.54 3.69
H 3.87 3.66 4.24
H 4.89 5.03 2.36
H 4.81 4.21 0.09
H 4.35 1.80 -0.09
H 4.05 -2.44 0.33
H 4.70 -3.07 -1.85
H 4.83 -1.61 -3.63
H 4.40 0.70 -3.57
H 2.37 2.70 -2.84
*
```

Results of the Löwdin charge analysis, in e, for atoms 1 through 6:
1. In 0.776
2. C -0.078
3. C -0.247
4. N -0.080
5. N 0.055
6. C -0.211

---

(3)
DFT (the ωB97M-V functional and the def2-TZVPD basis) results for a structure of composition C46H39ClN5O2P2Ti.

**ΔE to the lowest compared entry with this formula, charge and spin**: 0.4303 eV
**Expectation value of S²**: 2.026
**HOMO energy (spin up / spin down)**: -7.695 / -9.727 eV
**F_max**: 1.466 eV Å⁻¹
**E_LUMO (spin up / spin down)**: -1.940 / -2.249 eV
**Orbital gap (spin up / spin down)**: 5.76 / 7.48 eV

Geometry as ORCA input:
```
! RIJCOSX wB97M-V def2-TZVPD def2/J DEFGRID3
* xyz 1 3
Ti 1.57 1.04 0.39
N -0.79 2.99 -2.81
C 0.11 2.22 -2.15
N 0.31 2.26 -0.87
C -0.41 3.20 -0.09
N -0.12 3.33 1.16
N 0.86 2.47 1.54
C 1.41 2.67 2.74
C 2.44 1.79 3.12
C 3.08 1.88 4.39
C 4.06 0.98 4.72
C 4.42 -0.01 3.79
C 3.78 -0.02 2.57
N 2.82 0.84 2.21
C -1.43 4.01 -0.75
C -2.23 4.91 -0.05
C -3.17 5.67 -0.72
C -3.33 5.53 -2.10
C -2.55 4.64 -2.81
C -1.60 3.89 -2.13
H -0.87 2.90 -3.81
H 0.69 1.53 -2.75
H 1.08 3.49 3.37
H 2.77 2.65 5.07
H 4.55 1.03 5.68
H 5.18 -0.74 4.00
H 4.05 -0.76 1.82
H -2.09 5.01 1.01
H -3.79 6.37 -0.18
H -4.07 6.13 -2.62
H -2.66 4.54 -3.88
O 0.40 -0.32 1.83
P -0.53 -1.48 1.95
C -0.25 -2.63 0.55
P -0.23 -1.73 -1.03
O 0.45 -0.41 -0.89
C -1.93 -1.50 -1.54
C -2.48 -0.22 -1.47
C -3.79 -0.01 -1.84
C -4.56 -1.07 -2.29
C -4.03 -2.35 -2.37
C -2.71 -2.56 -2.00
C 0.59 -2.80 -2.22
C 0.58 -4.19 -2.12
C 1.20 -4.95 -3.09
C 1.83 -4.34 -4.16
C 1.85 -2.95 -4.26
C 1.23 -2.18 -3.29
C -2.24 -0.94 1.87
C -2.47 0.42 2.02
C -3.77 0.91 1.95
C -4.82 0.04 1.72
C -4.59 -1.32 1.57
C -3.30 -1.81 1.64
C -0.25 -2.46 3.42
C 1.06 -2.84 3.70
C 1.35 -3.57 4.84
C 0.32 -3.91 5.71
C -0.98 -3.52 5.44
C -1.27 -2.79 4.30
H -0.98 -3.44 0.56
H 0.75 -3.06 0.71
H -1.86 0.60 -1.11
H -4.21 0.98 -1.78
H -5.59 -0.90 -2.58
H -4.63 -3.17 -2.73
H -2.28 -3.55 -2.10
H 0.11 -4.68 -1.28
H 1.19 -6.03 -3.02
H 2.31 -4.93 -4.92
H 2.35 -2.47 -5.09
H 1.27 -1.10 -3.35
H -1.63 1.09 2.19
H -3.95 1.97 2.07
H -5.83 0.42 1.66
H -5.42 -1.99 1.38
H -3.13 -2.87 1.52
H 1.87 -2.54 3.04
H 2.36 -3.86 5.05
H 0.54 -4.48 6.60
H -1.77 -3.78 6.13
H -2.29 -2.47 4.11
Cl 3.43 -0.62 -0.74
C 3.57 0.49 -2.10
C 3.79 -0.02 -3.36
C 3.81 0.86 -4.43
C 3.62 2.22 -4.20
C 3.43 2.70 -2.92
C 3.42 1.84 -1.80
C 3.16 2.29 -0.42
H 3.93 -1.08 -3.50
H 3.98 0.49 -5.43
H 3.64 2.91 -5.03
H 3.32 3.76 -2.75
H 2.95 3.36 -0.40
H 4.05 2.10 0.21
*
```

Results of the Löwdin charge analysis, in e, for atoms 1 through 6:
1. Ti 0.860
2. N 0.138
3. C -0.115
4. N 0.034
5. C -0.276
6. N 0.109

---

Q: Which value of F_max does entry 2 give?
A: 3.206 eV Å⁻¹